[1]
Below is a structure of composition C3H6N2O3 in a non-equilibrium geometry, with properties calculated with the ωB97M-V functional and the def2-TZVPD basis.

Last column: natural (NBO) charge in e.
Positions of all 14 atoms, in Å:
N -1.2760 -0.5305 0.2581  -0.118
C -0.1901 0.9680 -0.1355  0.626
C 0.9963 0.3430 0.3484  0.170
N -1.6928 -1.2159 -0.8233  -0.644
C 2.1229 0.4175 -0.3939  -0.430
O -2.3423 0.1816 0.8162  -0.586
O 0.9526 -0.2020 1.6097  -0.646
O -0.7317 1.6600 -0.9302  -0.442
H -1.9006 0.7131 1.5036  0.454
H 1.7208 -0.7787 1.7123  0.489
H -1.7844 -0.6237 -1.6559  0.329
H -1.0711 -2.0022 -0.9766  0.366
H 3.0880 0.1980 0.0382  0.209
H 2.1083 0.8718 -1.3711  0.222

Values from the calculation:
ΔE to the lowest compared entry with this formula, charge and spin, kcal per mole: 162.94
Kohn-Sham gap, eV: 6.734
E_HOMO, Eh: -0.27221
Net charge: 0


[2]
Below is a cluster of 3 separate species, C4H12OS2 in total in a non-equilibrium geometry, with properties calculated with the ωB97M-V functional and the def2-TZVPD basis.

Last column: natural (NBO) charge in e.
Positions of all 19 atoms, in Å:
C 0.3333 2.0954 -2.3095  -0.635
C 0.5121 1.3836 -0.9945  -0.568
S 2.2106 0.7214 -0.9659  0.005
S -2.5314 0.0813 0.3379  0.096
C -1.4540 -0.6744 1.6885  -0.524
C -0.9422 -2.0463 1.2042  -0.621
H 0.0723 1.4357 -3.1453  0.225
H 1.2478 2.6246 -2.6495  0.226
H -0.5433 2.8022 -2.3475  0.219
H -0.3734 0.6632 -0.8314  0.245
H 0.5469 2.0483 -0.0790  0.245
H -0.6262 0.0457 1.8495  0.238
H -1.8987 -0.8491 2.6017  0.229
H -1.7366 -2.8067 1.3492  0.204
H -0.0239 -2.2135 1.7892  0.251
H -0.7355 -1.8205 0.1304  0.206
H 2.6080 -1.4211 1.2118  0.473
H 1.6539 -0.7549 0.1410  0.436
O 1.6805 -1.3150 1.0192  -0.951

Values from the calculation:
ΔE to the lowest compared entry with this formula, charge and spin, kcal per mole: 138.06
Kohn-Sham gap, eV: 3.810
E_HOMO, Eh: -0.30512
Net charge: 0


[3]
Below is an isolated molecule of C2Cl4OS in a non-equilibrium geometry, with properties calculated with the ωB97M-V functional and the def2-TZVPD basis.

Last column: natural (NBO) charge in e.
Positions of all 8 atoms, in Å:
O 2.0465 0.0518 -1.4956  -0.461
C 1.9893 0.4995 -0.4165  0.406
Cl 3.0519 1.0766 0.6709  0.140
S 0.2767 0.5484 0.5940  0.053
C -1.4240 -0.3308 0.2141  -0.286
Cl -1.2070 -2.0340 -0.1019  0.049
Cl -2.3272 -0.2359 1.6732  0.090
Cl -2.4062 0.4245 -1.1383  0.010

Values from the calculation:
ΔE to the lowest compared entry with this formula, charge and spin, kcal per mole: 12.98
Kohn-Sham gap, eV: 9.483
E_HOMO, Eh: -0.36904
Net charge: 0
SMILES: O=C(Cl)SC(Cl)(Cl)Cl


[4]
Below is a structure of composition C31H38N5O in a non-equilibrium geometry, with properties calculated with the ωB97M-V functional and the def2-TZVPD basis.

Last column: Löwdin charge in e.
Positions of all 75 atoms, in Å:
C 2.2665 -2.1162 4.4323  0.000
N 1.1375 -1.3601 3.9408  -0.041
C 0.8407 -0.1220 4.4363  -0.367
O 1.4293 0.4391 5.3556  0.103
C -0.3600 0.4043 3.6485  -0.162
C -0.0291 1.7000 2.9065  -0.084
C 0.2175 2.8558 3.8531  -0.239
C 1.3841 3.6220 3.7474  -0.036
C 1.6788 4.5744 4.7276  -0.066
C 0.7861 4.7850 5.7868  -0.074
C -0.4225 4.0789 5.8406  -0.066
C -0.7188 3.1324 4.8549  -0.047
N -0.6861 -0.7193 2.7657  0.050
C -1.7522 -0.6640 1.9445  0.029
C -2.0860 -1.6816 1.0435  -0.078
C -3.2030 -1.8071 0.2443  -0.007
C -3.4051 -2.9132 -0.6354  -0.211
C -4.5720 -2.8967 -1.4264  -0.064
C -4.8535 -3.8599 -2.3572  -0.007
C -3.9159 -4.8984 -2.5775  -0.206
C -4.1636 -5.8872 -3.5825  -0.162
N -4.3580 -6.6957 -4.4083  0.178
C -2.7326 -4.9398 -1.8253  -0.014
C -2.4735 -3.9807 -0.8529  0.017
C 0.2960 -1.8239 2.8453  -0.455
C 1.1338 -1.9294 1.5617  0.015
C -0.3277 -3.1736 3.2327  0.015
H 2.7517 -1.5520 5.2322  0.103
H 1.9392 -3.0880 4.8204  0.097
H 2.9907 -2.2990 3.6287  0.098
H -1.1926 0.5740 4.3545  0.162
H 0.8655 1.5293 2.2851  0.130
H -0.8627 1.9345 2.2256  0.120
H 2.0648 3.4326 2.9123  0.115
H 2.6136 5.1354 4.6663  0.109
H 1.0265 5.5097 6.5657  0.107
H -1.1326 4.2442 6.6529  0.108
H -1.6613 2.5775 4.8727  0.110
H -2.3605 0.2444 2.0170  0.153
H -1.3485 -2.4795 0.9668  0.057
H -4.1286 -0.9254 0.1522  0.091
H -5.2180 -1.8159 -1.2682  0.078
H -5.7770 -3.8426 -2.9422  0.125
H -2.0068 -5.7364 -2.0158  0.129
H -1.5402 -4.0280 -0.2875  0.109
H 1.7525 -1.0276 1.4494  0.104
H 1.7876 -2.8071 1.6280  0.095
H 0.5047 -2.0331 0.6751  0.076
H -0.6604 -3.1321 4.2782  0.108
H -1.1806 -3.4295 2.6043  0.072
H 0.4285 -3.9601 3.1273  0.097
C -7.0127 -1.9123 0.7131  -0.022
C -7.1667 -0.4107 0.5567  -0.570
C -8.5438 -0.0695 -0.0100  -0.029
C -7.0078 0.2855 1.9069  -0.023
N -6.1330 0.0812 -0.3619  0.007
C -4.9987 -0.5878 -0.7868  -0.197
N -4.4248 0.2229 -1.7404  -0.090
C -3.2804 -0.1101 -2.5401  0.004
C -5.1383 1.3879 -1.8436  -0.025
C -6.1711 1.3174 -0.9641  -0.031
H -6.0351 -2.1934 1.1229  0.091
H -7.7842 -2.2590 1.4130  0.102
H -7.1798 -2.4275 -0.2404  0.096
H -8.7376 1.0096 0.0079  0.083
H -8.6567 -0.4388 -1.0360  0.101
H -9.3103 -0.5555 0.6061  0.099
H -7.0865 1.3750 1.7992  0.090
H -7.8054 -0.0529 2.5816  0.099
H -6.0423 0.0342 2.3639  0.087
H -3.1017 -1.1861 -2.5115  0.088
H -3.4718 0.1920 -3.5762  0.109
H -2.3813 0.4146 -2.1926  0.106
H -4.8647 2.1696 -2.5323  0.130
H -6.9467 2.0432 -0.7717  0.126

Values from the calculation:
ΔE to the lowest compared entry with this formula, charge and spin, kcal per mole: 71.85
Kohn-Sham gap, eV: 5.654
E_HOMO, Eh: -0.37124
Net charge: +1


[5]
Below is an isolated molecule of C5H8N2O2 in a non-equilibrium geometry, with properties calculated with the ωB97M-V functional and the def2-TZVPD basis.

Last column: natural (NBO) charge in e.
Positions of all 17 atoms, in Å:
H 0.8308 2.0097 0.1987  0.370
N 0.0071 2.1411 -0.3747  -0.701
C -0.6499 1.0651 -0.5694  0.725
O -1.8368 1.1855 -1.2293  -0.684
N -0.1463 -0.2768 -0.7275  -0.476
C -0.2869 -1.0994 -1.9093  -0.404
C 0.2665 -0.7773 0.4580  0.493
O 0.6347 -2.0816 0.4766  -0.661
C 0.2142 0.0973 1.4975  -0.279
C 0.8228 0.4792 2.5969  -0.397
H -1.9745 2.1349 -1.3511  0.501
H 0.6996 -1.2696 -2.3432  0.201
H -0.7285 -2.0652 -1.6624  0.213
H -0.9526 -0.5940 -2.6043  0.233
H 0.9105 -2.3078 1.3733  0.505
H 0.3096 1.0376 3.3709  0.191
H 1.8797 0.3213 2.7994  0.170

Values from the calculation:
ΔE to the lowest compared entry with this formula, charge and spin, kcal per mole: 100.61
Kohn-Sham gap, eV: 8.172
E_HOMO, Eh: -0.27883
Net charge: 0
SMILES: [H]/N=C(/O)N(C)C(O)=C=C


| no. | E (eV) |
| --- | --- |
| 1 | -12325.1624 |
| 2 | -28054.8790 |
| 3 | -65044.6807 |
| 4 | -42251.0497 |
| 5 | -12386.5725 |